Entry 1:
Molecular formula: C36H51F17O10
Method: DFT, ωB97M-V with the def2-TZVPD basis set

Last column: Mulliken charge in e.
CARTESIAN COORDINATES (ANGSTROEM)
1 C 0.716 0.145 3.030  -1.528
2 C 1.108 0.454 1.578  -0.791
3 C -0.008 1.081 0.733  -0.715
4 C -0.664 0.114 -0.270  0.630
5 C -1.470 0.858 -1.340  0.271
6 F -2.518 1.469 -0.704  -0.371
7 F -1.985 0.000 -2.257  -0.355
8 C -0.817 2.043 -2.153  0.299
9 F -0.751 3.100 -1.309  -0.273
10 F -1.671 2.365 -3.146  -0.327
11 C 0.617 1.973 -2.778  0.697
12 F 1.535 1.757 -1.821  -0.272
13 F 0.838 3.227 -3.259  -0.380
14 C 0.852 1.048 -4.005  0.540
15 F 0.435 -0.209 -3.804  -0.145
16 F 0.126 1.571 -5.026  -0.329
17 C 2.328 1.012 -4.525  0.511
18 F 2.715 2.251 -4.865  -0.261
19 F 2.278 0.263 -5.658  -0.307
20 C 3.412 0.385 -3.582  0.544
21 F 4.006 1.406 -2.903  -0.339
22 F 2.871 -0.454 -2.696  -0.117
23 C 4.548 -0.340 -4.347  0.535
24 F 4.979 0.445 -5.353  -0.294
25 F 4.085 -1.497 -4.844  -0.251
26 C 5.785 -0.672 -3.457  0.559
27 F 5.426 -1.249 -2.320  -0.222
28 F 6.556 -1.516 -4.140  -0.256
29 F 6.490 0.414 -3.193  -0.238
30 O 0.291 -0.689 -0.963  0.423
31 C 0.044 -2.025 -0.758  -0.245
32 O 0.359 -2.867 -1.547  -0.519
33 C -0.638 -2.152 0.564  -1.244
34 C -1.529 -0.917 0.560  0.809
35 C -2.931 -1.328 0.033  -0.567
36 C -3.854 -1.785 1.153  -1.322
37 O -3.567 -3.129 1.588  -0.408
38 C -4.263 -4.099 1.003  0.195
39 O -4.252 -5.232 1.391  -0.502
40 H 1.596 0.216 3.666  0.462
41 H 0.355 -0.872 3.155  0.315
42 H -0.010 0.856 3.414  0.266
43 H 1.933 1.164 1.598  0.672
44 H 1.510 -0.445 1.118  0.198
45 H -0.815 1.417 1.380  0.820
46 H 0.379 1.965 0.246  0.250
47 H -1.154 -3.098 0.632  0.426
48 H 0.151 -2.122 1.310  0.125
49 H -1.689 -0.605 1.588  0.819
50 H -3.447 -0.569 -0.536  0.683
51 H -2.808 -2.174 -0.649  0.197
52 H -4.888 -1.734 0.823  0.501
53 H -3.731 -1.151 2.022  0.459
54 H -4.846 -3.779 0.129  0.415
55 C -1.331 7.748 -0.588  -1.309
56 C -0.393 6.570 -0.676  0.897
57 C 0.166 6.242 -2.039  -0.762
58 O -0.101 5.917 0.299  -0.540
59 H -1.657 7.876 0.441  0.332
60 H -0.821 8.654 -0.920  0.327
61 H -2.201 7.583 -1.225  0.345
62 H 0.738 7.089 -2.421  0.509
63 H -0.645 6.002 -2.729  0.407
64 H 0.822 5.379 -1.956  -0.170
65 C 5.366 7.442 -1.635  -1.124
66 C 4.107 7.317 -0.809  0.855
67 C 3.897 6.021 -0.064  -0.843
68 O 3.303 8.217 -0.747  -0.551
69 H 5.390 8.417 -2.115  0.308
70 H 6.245 7.332 -0.998  0.334
71 H 5.391 6.663 -2.399  0.298
72 H 4.715 5.854 0.638  0.419
73 H 3.858 5.187 -0.767  0.104
74 H 2.958 6.069 0.482  0.208
75 C 0.499 -2.302 7.633  -1.125
76 C -0.153 -1.166 6.883  0.770
77 C -1.055 -0.255 7.681  -1.099
78 O 0.036 -0.994 5.703  -0.471
79 H 1.117 -2.880 6.951  0.268
80 H 1.119 -1.911 8.441  0.343
81 H -0.264 -2.951 8.066  0.338
82 H -0.494 0.213 8.491  0.337
83 H -1.875 -0.828 8.116  0.336
84 H -1.460 0.517 7.031  0.272
85 C 2.636 -5.361 0.965  -0.971
86 C 1.328 -5.511 1.704  0.802
87 C 1.114 -6.797 2.464  -1.240
88 O 0.489 -4.642 1.683  -0.446
89 H 2.660 -4.400 0.457  0.123
90 H 3.471 -5.425 1.665  0.356
91 H 2.741 -6.158 0.228  0.346
92 H 1.890 -6.917 3.222  0.343
93 H 1.164 -7.647 1.781  0.355
94 H 0.139 -6.778 2.943  0.299
95 C -7.061 -1.822 4.846  -1.115
96 C -6.915 -0.785 3.760  0.795
97 C -8.045 0.201 3.600  -1.158
98 O -5.936 -0.750 3.051  -0.471
99 H -6.186 -2.468 4.854  0.274
100 H -7.162 -1.334 5.817  0.343
101 H -7.953 -2.425 4.669  0.341
102 H -8.183 0.764 4.524  0.342
103 H -8.974 -0.328 3.377  0.349
104 H -7.819 0.889 2.790  0.283
105 C 0.649 -5.011 -6.881  -1.162
106 C -0.061 -4.539 -5.632  0.656
107 C 0.713 -3.620 -4.720  -0.430
108 O -1.192 -4.885 -5.384  -0.562
109 H -0.009 -5.662 -7.452  0.331
110 H 0.931 -4.155 -7.496  0.301
111 H 1.555 -5.557 -6.613  0.324
112 H 0.996 -2.719 -5.264  0.131
113 H 1.620 -4.115 -4.371  0.406
114 H 0.106 -3.351 -3.863  -0.005

Output
LUMO energy = 0.508 eV
frontier orbital gap = 9.662 eV
SMILES = CCC[C@@]1(C(F)(F)C(F)(F)C(F)(F)C(F)(F)C(F)(F)C(F)(F)C(F)(F)C(F)(F)F)OC(=O)C[C@@H]1CCOC=O.CC(C)=O.CC(C)=O.CC(C)=O.CC(C)=O.CC(C)=O.CC(C)=O

***

Entry 2:
Molecular formula: C36H33N6O11Rb
Method: DFT, ωB97M-V with the def2-TZVPD basis set

Last column: Mulliken charge in e.
CARTESIAN COORDINATES (ANGSTROEM)
1 Rb -0.140 -0.779 -1.626  0.466
2 O -4.439 1.649 -1.711  -0.507
3 C -3.850 0.660 -2.454  0.619
4 O -3.945 -0.532 -2.254  -0.563
5 C -2.992 1.300 -3.565  -0.532
6 O -1.801 0.499 -3.703  0.113
7 C -1.071 0.727 -4.962  -0.463
8 C -0.003 -0.306 -5.175  0.439
9 O 0.770 -0.032 -6.142  -0.769
10 O 0.014 -1.304 -4.366  -0.787
11 H -4.843 1.192 -0.947  0.384
12 H -2.773 2.355 -3.323  0.241
13 H -3.566 1.284 -4.518  0.385
14 H -0.633 1.746 -4.947  0.248
15 H -1.810 0.663 -5.784  0.304
16 C 3.372 -0.021 -4.639  -0.826
17 C 3.506 1.333 -4.974  -0.257
18 C 3.084 2.299 -4.062  -1.217
19 C 2.541 1.868 -2.813  0.048
20 N 2.410 0.564 -2.510  0.364
21 C 2.807 -0.344 -3.410  0.060
22 C 2.115 2.792 -1.769  1.052
23 C 2.133 4.194 -1.967  -0.463
24 C 1.695 5.058 -0.958  -1.115
25 C 1.210 4.523 0.226  -0.442
26 C 1.190 3.136 0.422  -0.160
27 C 1.653 2.310 -0.551  0.380
28 H 3.640 -0.826 -5.324  0.314
29 H 3.957 1.624 -5.923  0.335
30 H 3.160 3.369 -4.280  0.216
31 H 2.663 -1.396 -3.123  0.264
32 H 2.515 4.624 -2.901  0.136
33 H 1.717 6.133 -1.139  0.323
34 H 0.786 5.162 1.013  0.374
35 H 0.777 2.710 1.342  0.249
36 C -2.799 5.091 0.647  -0.563
37 C -3.531 4.329 1.567  -0.545
38 C -3.485 2.932 1.544  -0.424
39 C -2.660 2.311 0.590  -0.428
40 C -1.910 3.065 -0.347  0.336
41 C -2.010 4.456 -0.321  -1.121
42 N -2.508 0.894 0.506  1.195
43 N -3.396 0.254 1.143  -0.597
44 C -3.241 -1.120 1.135  -0.099
45 C -4.137 -1.833 2.021  -0.599
46 C -4.034 -3.207 2.074  -0.351
47 C -3.047 -3.862 1.265  -0.603
48 C -2.261 -3.075 0.448  -0.386
49 N -2.326 -1.725 0.371  0.472
50 H -2.840 6.183 0.688  0.367
51 H -4.150 4.827 2.318  0.350
52 H -4.068 2.283 2.201  0.406
53 H -1.283 2.545 -1.076  0.814
54 H -1.404 5.064 -1.015  0.367
55 H -4.841 -1.250 2.623  0.432
56 H -4.692 -3.801 2.720  0.347
57 H -2.917 -4.950 1.292  0.418
58 H -1.468 -3.523 -0.161  0.330
59 C -0.013 0.137 4.285  -0.600
60 O 1.321 -0.196 3.717  -0.504
61 C 1.335 -0.017 2.385  0.359
62 O 0.378 0.197 1.645  0.084
63 N 2.664 -0.163 1.923  0.108
64 N 3.021 -0.054 0.600  -0.848
65 H 0.012 -0.241 5.311  0.240
66 H -0.792 -0.359 3.685  0.157
67 H -0.155 1.237 4.260  0.316
68 H 3.430 -0.308 2.585  0.244
69 H 2.717 -0.926 0.125  0.241
70 H 2.487 0.753 0.163  -0.183
71 O 2.993 -4.642 -0.696  -0.807
72 C 2.421 -3.710 -0.073  -0.053
73 O 2.007 -2.567 -0.558  -0.341
74 C 2.150 -3.949 1.382  -0.136
75 C 1.088 -3.262 2.041  -0.385
76 C 0.827 -3.463 3.405  -1.016
77 C 1.656 -4.337 4.103  0.924
78 O 1.613 -4.675 5.412  -0.569
79 C 2.770 -5.557 5.663  -0.236
80 O 3.380 -5.780 4.338  -0.552
81 C 2.721 -4.990 3.453  1.247
82 C 2.986 -4.834 2.099  -1.277
83 H 0.459 -2.566 1.476  0.955
84 H -0.007 -2.935 3.904  0.402
85 H 2.399 -6.504 6.044  0.236
86 H 3.486 -5.030 6.298  0.258
87 H 3.808 -5.379 1.610  0.408

Output
LUMO energy = 2.982 eV
frontier orbital gap = 3.404 eV
energy relative to the best compared isomer or geometry (same formula, charge and spin) = 0.0 kcal per mole
net charge = -2

***

> The highest frontier orbital gap belongs to which entry?

C36H51F17O10